(1)
The following is a quantum chemistry calculation of a structure of composition C16H30FNO11S, from the Open Molecules 2025 dataset.

Structure (XYZ):
```
60
Properties=species:S:1:pos:R:3:nbo_charge:R:1
N 11.9310 23.1460 35.0820 -0.8239
H 12.7150 23.3140 34.8090 0.4114
H 11.4150 22.4780 34.3860 0.4693
H 11.4240 24.0170 35.4770 0.4614
H 12.0460 22.6070 35.9530 0.4650
F 14.6890 22.2810 35.8150 -0.9685
C 16.0700 25.7470 37.1490 -0.6384
C 15.2910 26.8880 36.4220 0.0710
C 15.0700 26.4230 35.0190 -0.1023
O 13.8230 25.9750 34.9390 -0.5144
C 13.1040 26.3990 36.0750 0.9928
O 11.9510 26.2790 36.1770 -0.6035
O 13.9620 26.9820 36.8280 -0.4619
H 16.3800 25.7450 38.1620 0.2220
H 16.9180 25.6440 36.6360 0.2155
H 15.5280 24.7720 37.1090 0.2343
H 15.9320 27.7220 36.5100 0.2137
H 15.6850 25.6410 34.5330 0.1996
H 15.2440 27.0240 34.2840 0.1785
C 15.4730 22.4050 39.7020 -0.6363
C 14.7410 21.3160 38.8830 0.1270
C 15.7560 20.3470 38.1630 -0.0952
O 15.3430 19.1380 38.6700 -0.4906
C 14.2940 19.2210 39.4860 0.9706
O 14.0050 18.2530 40.1030 -0.5907
O 13.8140 20.4570 39.6020 -0.4797
H 14.7210 23.0410 40.2270 0.2151
H 16.0880 23.1620 39.0450 0.2226
H 16.1830 22.0030 40.4320 0.2087
H 14.3360 21.8520 38.3870 0.1346
H 16.7350 20.6510 38.5990 0.1750
H 15.6300 20.4480 37.0720 0.2341
C 17.5290 21.6990 32.2110 -0.6212
C 17.2350 22.4750 33.4990 0.0274
C 17.6840 21.7700 34.7860 -0.1265
O 18.8610 22.4880 35.2360 -0.4855
C 19.0070 23.5520 34.4720 0.9635
O 19.7670 24.4400 34.7150 -0.6047
O 18.1350 23.6280 33.4750 -0.4970
H 17.4620 22.3810 31.4790 0.2186
H 16.8840 20.8820 32.0240 0.2076
H 18.5400 21.1250 32.2610 0.2152
H 16.1960 22.7380 33.7600 0.2333
H 17.9150 20.5880 34.4630 0.1859
H 16.8880 21.9860 35.5960 0.2702
C 14.2070 18.2220 31.9140 -0.4052
C 14.4400 19.7260 31.7960 -0.4455
C 14.5880 20.2090 33.2390 -0.7309
S 13.3250 19.3210 34.0990 2.2149
O 12.1730 20.1400 34.1690 -1.0099
O 13.7850 18.6290 35.2740 -0.9310
C 13.0640 18.0660 32.9130 -0.6757
H 15.0680 17.9280 32.2290 0.2043
H 13.8140 17.6810 31.0060 0.2285
H 13.7290 20.3020 31.2260 0.2257
H 15.1990 20.1400 31.1560 0.2384
H 14.4220 21.3680 33.4520 0.2957
H 15.5630 20.0310 33.8980 0.2744
H 11.9520 18.3300 32.1820 0.2370
H 13.0400 17.1670 33.5590 0.2756
```

The LUMO energy is -0.341 eV. As for the molar mass: 463.48 u.


(2)
The following is a quantum chemistry calculation of a structure of composition C16H30FNO11S, from the Open Molecules 2025 dataset.

Structure (XYZ):
```
60
Properties=species:S:1:pos:R:3:nbo_charge:R:1
N -0.4230 0.1280 2.5535 -0.8083
H 0.3650 -0.4050 2.9625 0.4435
H -0.4020 0.8780 2.9595 0.4156
H -1.1490 -0.6140 2.6645 0.4346
H -0.3440 0.1900 1.4655 0.4952
F 1.4640 1.9060 1.5705 -0.9759
C 3.6140 -1.4660 -1.0825 -0.6387
C 3.7950 -1.4800 0.3875 0.0291
C 2.6740 -0.8800 1.1745 -0.1109
O 2.2850 -1.9820 1.9685 -0.4979
C 2.9470 -3.0570 1.7745 0.9765
O 2.7720 -4.1220 2.3895 -0.6396
O 3.8450 -2.8350 0.8425 -0.4855
H 4.2980 -2.2180 -1.6095 0.2470
H 3.6950 -0.4470 -1.6405 0.2371
H 2.3940 -1.4660 -1.3615 0.2036
H 4.8280 -1.3090 0.6325 0.2100
H 1.6560 -0.5290 0.7485 0.2247
H 2.8950 -0.1530 1.8835 0.2336
C -0.3270 -6.2280 -0.8885 -0.5897
C -0.3810 -4.8490 -1.5585 0.0730
C -1.8100 -4.2150 -1.6615 -0.0862
O -1.6810 -3.1390 -0.8385 -0.4994
C -0.4760 -2.9860 -0.2355 1.0126
O -0.3710 -1.9440 0.4105 -0.6732
O 0.3290 -3.8890 -0.7005 -0.4622
H 0.4900 -6.5980 -0.7195 0.2019
H -0.8700 -6.9840 -1.4895 0.2137
H -0.7940 -6.1960 0.1475 0.2039
H 0.0640 -4.9740 -2.6055 0.2280
H -2.5190 -5.0350 -1.3115 0.1795
H -2.1100 -3.9080 -2.6925 0.2018
C -0.6710 1.1150 -1.5455 -0.6118
C -0.4230 0.5260 -2.8895 0.0871
C 1.0010 0.9110 -3.4325 -0.0886
O 1.5290 -0.3650 -3.8445 -0.4985
C 0.7730 -1.3970 -3.4235 0.9773
O 0.9310 -2.5450 -3.7455 -0.6051
O -0.2810 -0.9780 -2.7205 -0.5133
H -1.4990 1.0450 -1.1585 0.2010
H -0.3880 2.0830 -1.4825 0.2281
H 0.2530 0.7300 -1.0055 0.2316
H -1.2520 0.7420 -3.6535 0.1946
H 1.5620 1.2300 -2.6465 0.1944
H 0.8540 1.5230 -4.3055 0.2059
C -1.2770 5.8200 1.3345 -0.4000
C -2.3750 6.3070 2.3265 -0.4449
C -2.7850 5.2560 3.1505 -0.6702
S -2.9160 3.7570 2.2225 2.1462
O -4.2940 3.6450 1.6255 -0.9329
O -2.2950 2.6550 2.8685 -0.9643
C -1.7590 4.3480 0.9935 -0.6944
H -0.0650 5.8540 1.9295 0.2405
H -1.2050 6.2650 0.1815 0.2522
H -3.2500 6.9360 1.7845 0.2294
H -1.9290 7.1950 2.9415 0.2394
H -3.6840 5.2520 3.5665 0.2524
H -1.8630 4.9770 3.7175 0.2460
H -2.3770 4.3410 0.1665 0.2303
H -1.0680 3.5770 0.9055 0.2703
```

The LUMO energy is 0.305 eV. As for the molar mass: 463.48 u.


The winner here is (2), beating the second structure by 0.0034 hartree.


(1)
The following is a quantum chemistry calculation of a cluster of 2 separate species, CH5N2P in total, from the Open Molecules 2025 dataset.

Structure (XYZ):
```
9
Properties=species:S:1:pos:R:3:nbo_charge:R:1
C 1.4120 0.2802 0.1686 -0.0473
N -1.7830 -0.3942 0.4578 -1.1420
N 1.5580 0.8479 -1.0307 -0.6333
P -1.7220 0.4427 -0.8967 0.3865
H 1.7529 -0.7639 0.3786 0.1487
H 0.7765 0.7158 0.8796 0.1728
H -2.2802 -0.1214 1.3714 0.3745
H -1.7584 -1.4490 0.5622 0.3725
H 2.0441 0.4418 -1.8907 0.3676
```

The LUMO energy (spin up / spin down) is -0.015 / -0.013 eV. As for the molar mass: 76.04 u.


(2)
The following is a quantum chemistry calculation of a cluster of 2 separate species, CH5N2P in total, from the Open Molecules 2025 dataset.

Structure (XYZ):
```
9
Properties=species:S:1:pos:R:3:nbo_charge:R:1
C 0.2635 -1.6801 -1.1430 -0.2700
N -0.9444 2.0572 0.8983 -1.0824
N 0.9642 -1.4243 -0.0767 -0.7247
P 1.9339 -1.1873 1.0753 0.6067
H 0.6207 -2.4851 -1.7494 0.1985
H -0.9672 1.1299 0.5021 0.3587
H -0.7208 -1.3718 -1.0612 0.1891
H -0.0566 2.2555 1.3948 0.3655
H -1.0932 2.7058 0.1599 0.3586
```

The LUMO energy is -0.437 eV. As for the molar mass: 76.04 u.


The winner here is (2), beating the second structure by 0.0447 hartree.